C32H53Cl26FI3N4O2 | ωB97M-V/def2-TZVPD

Its HOMO-LUMO gap is 7.840 eV. For the total energy, the calculation gives -14578.2405 hartree. As for the HOMO energy: -11.04 eV. Its total charge is +1.

Cartesian coordinates (Å):
C1 -2.022 1.830 5.115
C2 -2.925 0.577 5.184
F1 -2.824 0.042 6.459
C3 -2.728 -0.518 4.115
N1 -2.751 -0.066 2.690
C4 -3.718 1.035 2.338
C5 -3.015 2.395 2.024
N2 -3.762 3.533 2.596
C6 -2.857 -1.215 1.720
I1 -4.846 -2.094 1.670
C7 -2.350 -0.754 0.322
C8 -3.040 -1.443 -0.864
O1 -2.982 -2.612 -1.096
I2 -4.140 -0.120 -2.189
C9 -1.905 -2.421 2.144
N3 -0.900 -1.984 3.102
C10 -1.484 -1.472 4.329
I3 -2.224 -3.196 5.469
C11 -0.330 -0.883 5.171
C12 0.973 -1.738 5.093
C13 1.990 -1.174 4.105
O2 1.973 -1.396 2.908
N4 3.047 -0.360 4.653
C14 4.100 -0.110 3.691
C15 4.223 1.098 3.044
C16 5.242 1.369 2.155
C17 6.174 0.386 1.880
C18 6.061 -0.844 2.502
C19 5.035 -1.082 3.383
H1 -2.661 2.711 4.988
H2 -1.233 1.794 4.358
H3 -1.557 1.957 6.100
H4 -3.962 0.933 5.132
H5 -3.600 -1.180 4.224
H6 -1.818 0.326 2.498
H7 -4.240 0.810 1.401
H8 -4.523 1.158 3.067
H9 -2.967 2.528 0.935
H10 -1.975 2.424 2.385
H11 -3.133 3.976 3.262
H12 -3.845 4.239 1.869
H13 -2.448 0.329 0.174
H14 -1.282 -0.989 0.248
H15 -1.371 -2.812 1.270
H16 -2.511 -3.248 2.522
H17 -0.378 -1.225 2.656
H18 -0.578 -0.818 6.231
H19 -0.050 0.096 4.749
H20 1.439 -1.686 6.090
H21 0.781 -2.784 4.838
H22 3.495 -0.988 5.327
H23 3.482 1.874 3.245
H24 5.343 2.347 1.669
H25 6.978 0.588 1.178
H26 6.814 -1.592 2.266
H27 4.973 -2.072 3.840
C20 -0.882 -7.242 6.213
Cl1 -2.594 -6.993 6.582
Cl2 0.139 -6.921 7.617
H28 -0.739 -8.271 5.902
H29 -0.597 -6.568 5.412
C21 6.614 3.851 -1.044
Cl3 7.010 2.136 -1.137
Cl4 5.696 4.213 0.434
H30 7.533 4.424 -1.039
H31 6.014 4.123 -1.907
C22 0.449 -0.933 9.333
Cl5 1.686 -0.688 8.084
Cl6 0.430 -2.600 9.905
H32 0.664 -0.276 10.168
H33 -0.523 -0.696 8.912
C23 -8.261 -1.697 -1.329
Cl7 -8.269 -0.413 -0.110
Cl8 -7.898 -1.072 -2.938
H34 -7.503 -2.422 -1.055
H35 -9.237 -2.169 -1.351
C24 -2.111 1.294 -5.093
Cl9 -2.176 1.295 -6.855
Cl10 -2.055 2.936 -4.440
H36 -2.994 0.798 -4.706
H37 -1.217 0.761 -4.779
C25 -1.207 0.509 -10.295
Cl11 -0.196 -0.759 -10.997
Cl12 -2.881 0.386 -10.851
H38 -1.188 0.412 -9.215
H39 -0.811 1.475 -10.589
C26 -4.328 -3.377 -10.990
Cl13 -3.318 -4.644 -11.696
Cl14 -6.003 -3.502 -11.542
H40 -4.307 -3.474 -9.911
H41 -3.933 -2.410 -11.284
C27 2.745 -2.111 -0.419
Cl15 3.732 -0.791 -1.032
Cl16 1.087 -2.008 -1.042
H42 3.177 -3.057 -0.725
H43 2.715 -2.046 0.665
C28 -8.004 3.215 -0.903
Cl17 -9.380 4.132 -1.518
Cl18 -7.105 4.132 0.319
H44 -8.366 2.298 -0.453
H45 -7.338 2.987 -1.728
C29 9.989 6.234 -1.909
Cl19 9.130 6.555 -0.396
Cl20 9.039 5.207 -2.991
H46 10.186 7.176 -2.406
H47 10.922 5.731 -1.682
C30 3.917 6.117 -2.190
Cl21 5.069 6.028 -3.531
Cl22 2.246 6.059 -2.763
H48 4.086 5.279 -1.524
H49 4.073 7.050 -1.659
C31 1.931 -0.649 -7.559
Cl23 0.204 -0.384 -7.255
Cl24 2.886 -0.419 -6.091
H50 2.074 -1.669 -7.916
H51 2.264 0.059 -8.310
C32 4.143 -4.557 -7.763
Cl25 2.796 -3.649 -8.470
Cl26 4.997 -3.612 -6.542
H52 3.751 -5.455 -7.299
H53 4.838 -4.818 -8.553



C32H54AsBBr2CsN7O3Si3 | ωB97M-V/def2-TZVPD

Its HOMO-LUMO gap is 6.268 eV. For the total energy, the calculation gives -10158.3106 hartree. As for the HOMO energy: -2.62 eV. Its total charge is -2.

Cartesian coordinates (Å):
Cs1 1.339 -1.527 -3.095
Br1 2.149 -3.739 -8.053
C1 0.791 -2.474 -7.652
C2 0.152 -1.844 -8.712
C3 -0.830 -0.918 -8.491
Br2 -1.669 -0.087 -9.988
C4 -1.213 -0.584 -7.172
C5 -2.207 0.367 -6.856
C6 -2.507 0.626 -5.552
C7 -1.819 -0.070 -4.541
N1 -0.896 -0.962 -4.804
C8 -0.571 -1.230 -6.089
C9 0.505 -2.226 -6.294
O1 1.092 -2.756 -5.330
H1 0.447 -2.091 -9.723
H2 -2.719 0.882 -7.658
H3 -3.263 1.354 -5.284
H4 -2.048 0.103 -3.497
B1 -3.391 -3.434 0.572
N2 -2.099 -4.311 0.438
C10 -1.936 -5.556 0.904
C11 -0.668 -5.993 0.553
C12 -0.132 -4.902 -0.141
N3 -1.001 -3.897 -0.196
N4 -3.081 -2.013 0.073
C13 -3.562 -1.388 -1.010
C14 -3.038 -0.114 -1.057
C15 -2.224 -0.052 0.080
N5 -2.262 -1.192 0.757
H5 -3.732 -3.428 1.736
H6 -4.261 -3.900 -0.134
H7 -2.731 -6.034 1.452
H8 -0.211 -6.944 0.767
H9 0.844 -4.793 -0.588
H10 -4.226 -1.919 -1.673
H11 -3.207 0.651 -1.796
H12 -1.617 0.763 0.429
C16 -1.180 3.976 -0.743
C17 -0.179 5.150 -0.880
N6 1.097 4.667 -1.408
C18 1.588 3.603 -0.526
C19 0.600 2.412 -0.509
N7 -0.600 2.755 -1.282
C20 -0.205 2.980 -2.674
C21 0.866 4.098 -2.739
H13 -2.112 4.188 -1.277
H14 -1.437 3.792 0.305
H15 0.004 5.632 0.086
H16 -0.558 5.919 -1.562
H17 1.724 4.037 0.471
H18 2.569 3.283 -0.882
H19 0.302 2.137 0.508
H20 1.061 1.551 -0.989
H21 -1.102 3.235 -3.248
H22 0.231 2.061 -3.066
H23 0.569 4.910 -3.412
H24 1.808 3.682 -3.101
C22 1.752 3.112 4.006
Si1 0.543 1.848 4.717
C23 1.281 1.229 6.347
C24 -1.070 2.734 5.140
As1 0.034 0.300 3.047
Si2 -1.220 -1.374 4.176
C25 -0.743 -1.511 6.010
C26 -3.029 -0.879 4.116
C27 -0.938 -3.027 3.359
Si3 2.110 -0.732 2.532
C28 3.048 -1.319 4.071
C29 3.154 0.549 1.632
C30 1.819 -2.208 1.413
H25 1.730 4.003 4.642
H26 1.497 3.411 2.992
H27 2.775 2.739 3.999
H28 1.669 2.107 6.876
H29 2.101 0.526 6.218
H30 0.532 0.760 6.982
H31 -0.874 3.567 5.822
H32 -1.779 2.063 5.625
H33 -1.551 3.128 4.245
H34 -1.134 -0.679 6.597
H35 0.328 -1.587 6.189
H36 -1.214 -2.426 6.387
H37 -3.190 0.114 4.540
H38 -3.619 -1.600 4.687
H39 -3.378 -0.883 3.086
H40 0.028 -3.454 3.633
H41 -1.011 -2.966 2.280
H42 -1.721 -3.715 3.694
H43 3.382 -0.488 4.694
H44 3.936 -1.863 3.740
H45 2.452 -1.993 4.686
H46 3.103 1.549 2.063
H47 2.856 0.586 0.587
H48 4.197 0.221 1.641
H49 1.946 -3.123 1.996
H50 2.556 -2.218 0.607
H51 0.834 -2.261 0.954
C31 4.466 1.439 -2.179
C32 3.223 0.544 -2.270
O2 2.246 0.974 -2.925
O3 3.285 -0.555 -1.680
H52 4.344 2.368 -2.731
H53 5.332 0.896 -2.557
H54 4.668 1.657 -1.130



Results for energy relative to the best compared isomer or geometry (same formula, charge and spin): 31.1; 15.7 (in kcal per mole, following the order of the records).
Results for molecular weight: 1847.3; 1047.5 (in g mol⁻¹, following the order of the records).